11
Properties=species:S:1:pos:R:3:lowdin_charge:R:1 method="wB97M-V/def2-TZVPD" e_lumo_ha="-0.0367 / -0.0367" gap_ev="7.969 / 7.970" energy_ha=-285.127192 e_above_lowest_kj_mol=754.55 homo_energy_ha="-0.32960 / -0.32960"
C -1.9959 -0.2455 -0.1153 -0.31
C 0.9967 0.6150 -0.5321 -0.14
C 1.1327 -0.1468 0.7704 -0.13
C 0.3771 -0.6970 -0.3487 -0.01
N -3.1822 -0.5978 -0.0569 0.14
O -2.5865 0.8718 0.2507 -0.08
H 0.3669 1.4937 -0.5233 0.11
H 1.8373 0.7117 -1.2060 0.11
H 2.0745 -0.6250 1.0116 0.11
H 0.6186 0.2355 1.6395 0.11
H 0.3610 -1.6156 -0.8899 0.09



77
Properties=species:S:1:pos:R:3:lowdin_charge:R:1 method="wB97M-V/def2-TZVPD" e_lumo_ha=-0.0260 gap_ev=6.628 energy_ha=-4222.352754 homo_energy_ha=-0.26962
C -4.4912 6.0518 -1.9408 -0.08
C -3.2319 6.5232 -1.1136 -0.21
C -2.8545 7.9782 -1.4578 -0.12
N -1.4871 8.5472 -0.9460 -0.22
C -0.3433 7.5179 -1.1891 0.05
C -1.5799 9.0763 0.5282 -0.01
C -1.6082 10.6450 0.4406 -0.14
C -1.9366 10.9260 -0.9647 -0.19
C -1.2147 9.8392 -1.7452 -0.11
H -5.3312 6.7373 -2.0534 0.08
H -4.8378 5.0338 -1.7632 0.08
H -4.0931 5.8994 -2.9440 0.07
H -2.4246 5.8440 -1.3876 0.09
H -3.2870 6.2525 -0.0592 0.11
H -3.6914 8.6640 -1.3259 0.13
H -2.7751 8.0188 -2.5442 0.12
H -0.4563 7.1650 -2.2142 0.11
H -0.5188 6.6901 -0.5020 0.10
H 0.5775 8.0830 -1.0447 0.11
H -0.6948 8.6382 0.9893 0.13
H -2.5411 8.6754 0.8497 0.13
H -0.6631 11.1407 0.6622 0.13
H -2.2811 11.1668 1.1210 0.13
H -1.5850 11.8789 -1.3600 0.14
H -2.9883 10.7455 -1.1874 0.11
H -0.1429 10.0260 -1.6789 0.14
H -1.5591 9.8764 -2.7787 0.14
Cl 4.1883 11.2912 3.7917 0.60
O 5.4211 10.9272 4.4412 -0.39
O 4.0191 12.7583 3.7933 -0.41
O 4.1463 10.8904 2.3930 -0.42
O 3.2027 10.6697 4.5714 -0.38
C -2.0856 19.1875 -5.2748 -2.06
Cl -3.7878 19.6326 -5.4212 0.52
Cl -1.4025 20.0717 -3.9306 0.53
Cl -2.0622 17.4807 -4.9513 0.52
Cl -1.0476 19.4393 -6.7440 0.49
C 5.5406 11.3524 -3.7980 0.06
N 5.5792 9.8360 -3.9935 -0.42
O 6.6338 9.1622 -3.8049 0.03
O 4.5114 9.3536 -4.2938 0.04
H 5.7545 11.7312 -4.7974 0.10
H 6.2676 11.4765 -2.9954 0.10
H 4.5436 11.6795 -3.5028 0.09
C 7.0451 5.9066 2.3314 0.05
N 6.8070 5.2725 0.9992 -0.44
O 7.8162 4.8332 0.4529 0.04
O 5.6830 5.3304 0.4948 0.05
H 7.2488 6.9482 2.0830 0.11
H 7.9378 5.4393 2.7471 0.09
H 6.2155 5.6831 3.0021 0.10
C 0.1959 3.6886 6.0768 0.04
N 0.4011 4.0746 4.6705 -0.47
O -0.5746 4.0482 3.9352 0.04
O 1.4903 4.4659 4.3680 0.09
H -0.1746 4.6330 6.4757 0.11
H 1.1977 3.4354 6.4235 0.10
H -0.5336 2.9203 6.3334 0.10
C -4.8115 16.7231 1.0615 0.03
N -5.4623 15.6875 0.2649 -0.48
O -5.9422 14.7858 0.8514 0.09
O -5.4146 15.7897 -0.9585 0.05
H -5.5472 17.2999 1.6219 0.11
H -4.2505 17.3924 0.4092 0.10
H -4.1024 16.2672 1.7525 0.10
C -7.1279 10.9666 -5.1566 -0.10
C -8.2158 10.9027 -4.2922 -0.10
C -9.2151 9.9368 -4.5326 -0.07
C -8.9937 8.9955 -5.5794 -0.09
C -7.8498 9.0206 -6.3554 -0.12
C -6.9220 9.9969 -6.1608 -0.10
H -6.4326 11.7851 -5.0432 0.09
H -8.3980 11.6634 -3.5476 0.10
H -10.1270 10.0140 -3.9591 0.09
H -9.8506 8.3525 -5.7157 0.10
H -7.7628 8.3141 -7.1677 0.10
H -6.1336 10.1872 -6.8740 0.10



58
Properties=species:S:1:pos:R:3:lowdin_charge:R:1 method="wB97M-V/def2-TZVPD" e_lumo_ha="0.0895 / 0.0894" multiplicity=2 gap_ev="5.733 / 5.771" energy_ha=-3309.047499 e_above_lowest_kj_mol=169.20 charge=-1 homo_energy_ha="-0.12120 / -0.12265"
Ru 0.0117 -0.5413 0.2646 0.72
S -2.1976 -1.0974 0.9945 0.04
S -2.7345 -2.8865 0.1318 -0.10
S -1.5717 -3.0219 -1.6119 -0.10
S -0.8627 -1.1478 -1.9280 -0.02
O -1.1261 3.0834 2.3541 0.00
C -0.8633 1.9103 2.0978 -0.76
O -0.9471 1.3602 0.9453 -0.27
C -0.4123 0.9779 3.2249 -0.23
P 0.7538 -0.2071 2.4967 0.99
C 2.3527 0.6891 2.5490 -0.34
C 3.5488 0.0961 2.9483 -0.11
C 4.7558 0.7726 2.8163 -0.09
C 4.7839 2.0532 2.2852 -0.10
C 3.5977 2.6544 1.8834 -0.08
C 2.3936 1.9778 2.0068 -0.08
C 0.9243 -1.4737 3.7901 -0.33
C 0.4623 -2.7697 3.5765 -0.06
C 0.5374 -3.7083 4.6005 -0.06
C 1.0604 -3.3588 5.8347 -0.09
C 1.5044 -2.0590 6.0586 -0.09
C 1.4340 -1.1215 5.0421 -0.11
H -1.2819 0.3908 3.5316 0.09
H -0.0231 1.5249 4.0816 0.09
H 3.5418 -0.9032 3.3669 0.10
H 5.6748 0.2930 3.1299 0.10
H 5.7244 2.5796 2.1808 0.10
H 3.6086 3.6531 1.4642 0.10
H 1.4805 2.4495 1.6635 0.09
H 0.0330 -3.0325 2.6192 0.09
H 0.1808 -4.7143 4.4214 0.11
H 1.1184 -4.0938 6.6283 0.10
H 1.9017 -1.7768 7.0258 0.10
H 1.7808 -0.1095 5.2213 0.11
N 2.1295 -0.4070 -0.5332 -0.06
C 2.8660 -1.6515 -0.7975 -0.22
C 2.7681 -2.5782 0.4008 -0.10
C 1.4211 -3.2837 0.4315 -0.67
O 1.3834 -4.5014 0.3363 0.04
O 0.3739 -2.5444 0.6025 -0.37
H 2.0527 0.1456 -1.3790 0.03
H 2.6322 0.1704 0.1351 0.06
H 3.9110 -1.4335 -1.0385 0.11
H 2.4113 -2.1248 -1.6697 0.12
H 2.8888 -1.9831 1.3106 0.09
H 3.5484 -3.3366 0.3805 0.12
C 0.1183 4.0041 -0.4596 0.00
C 0.4297 3.0944 -1.5945 -0.37
N 0.5490 1.7866 -1.5865 0.07
C 0.8514 1.4314 -2.8891 -0.21
C 0.9158 2.5303 -3.6846 -0.10
N 0.6454 3.5872 -2.8465 0.08
H -0.5849 3.5410 0.2281 0.05
H -0.3081 4.9374 -0.8324 0.08
H 1.0220 4.2534 0.1038 0.08
H 0.9399 0.3979 -3.1870 0.05
H 1.0972 2.6510 -4.7378 0.10
H 0.5825 4.5563 -3.1001 0.14



16
Properties=species:S:1:pos:R:3:lowdin_charge:R:1 method="wB97M-V/def2-TZVPD" smiles="NCCNC(N)=O" e_lumo_ha=0.0273 gap_ev=10.226 energy_ha=-359.224997 e_above_lowest_kj_mol=51.05 homo_energy_ha=-0.34849
N -1.5032 1.6217 -1.8236 -0.01
C -1.5041 0.3532 -1.0302 -0.27
C -0.1282 -0.3766 -1.1006 -0.19
N 0.0372 -1.0850 0.1742 0.03
C 0.9608 -0.5771 1.1110 -0.62
N 0.8838 0.7829 1.2765 0.17
O 1.7823 -1.2511 1.6861 0.05
H -2.3707 1.6610 -2.3497 0.05
H -1.6340 2.3464 -1.1218 0.05
H -2.3781 -0.2335 -1.3480 0.11
H -1.7669 0.4759 0.0302 0.10
H -0.2777 -1.1510 -1.8593 0.11
H 0.6802 0.3108 -1.3526 0.12
H 0.1647 -2.0837 0.1477 0.12
H 0.1436 1.2810 0.8169 0.07
H 1.3900 1.3231 1.9576 0.11



14
Properties=species:S:1:pos:R:3:lowdin_charge:R:1 method="wB97M-V/def2-TZVPD" e_lumo_ha=0.0169 gap_ev=9.318 energy_ha=-630.453720 e_above_lowest_kj_mol=475.73 homo_energy_ha=-0.32550
C -1.4050 0.5206 0.3369 -0.36
C -0.4706 1.0381 -0.7206 0.04
C -2.7439 -0.1198 0.0794 -0.04
C 2.7303 -1.0923 -0.2939 -0.35
O -1.1305 1.8839 -0.0505 0.03
S 2.9439 0.6969 0.2978 0.62
H -1.0315 0.3928 1.2524 0.08
H 1.7715 1.1194 0.0093 -0.29
H -2.8278 0.0705 -1.0262 0.10
H -3.3535 0.4653 0.7364 0.07
H -2.5293 -1.2178 0.2690 0.11
H 3.2431 -1.5814 0.5452 0.03
H 3.0954 -1.0123 -1.2239 -0.03
H 1.7080 -1.1638 -0.2113 -0.03



84
Properties=species:S:1:pos:R:3:lowdin_charge:R:1 method="wB97M-V/def2-TZVPD" smiles=CC(C)O.CC(C)O.CC(C)O.CC(C)O.CC(C)O.CC(C)O.O.O.O.O e_lumo_ha=0.0053 gap_ev=9.727 energy_ha=-1471.811083 e_above_lowest_kj_mol=0.00 homo_energy_ha=-0.35219
C 0.6116 -2.0978 1.4635 -0.05
C 1.0792 -3.3938 2.1404 -0.44
C 2.5313 -3.2721 2.7048 -0.04
O 0.1607 -3.8258 3.1614 -0.07
H -0.2833 -1.6744 1.9283 0.07
H 0.2959 -2.2853 0.4344 0.05
H 1.3756 -1.3317 1.3809 0.05
H 1.0995 -4.2000 1.4038 0.13
H 2.4993 -2.8482 3.7103 0.07
H 3.1271 -2.6394 2.0476 0.06
H 3.0032 -4.2527 2.7728 0.07
H 0.0545 -3.1047 3.7928 0.07
C -0.8713 4.0701 -0.5622 -0.04
C -1.9977 3.2210 -0.0078 -0.46
C -3.3181 3.9853 0.1066 -0.05
O -2.2118 2.0446 -0.8287 -0.10
H -1.2201 4.5737 -1.4663 0.08
H -0.0098 3.4595 -0.8358 0.08
H -0.5496 4.7709 0.2093 0.09
H -1.7303 2.8664 0.9940 0.09
H -3.6176 4.3604 -0.8759 0.08
H -3.2070 4.8652 0.7432 0.08
H -4.0471 3.2713 0.4765 0.07
H -1.9071 2.2195 -1.7545 0.06
C -0.5079 0.7376 4.2000 -0.05
C -1.0662 1.7417 3.2219 -0.47
C -2.4070 2.3057 3.6469 -0.05
O -0.1339 2.8646 3.0765 -0.09
H -0.7932 0.9815 5.2275 0.08
H 0.5700 0.6472 4.0951 0.08
H -0.9377 -0.2567 4.0135 0.08
H -1.1204 1.3219 2.2193 0.11
H -2.6777 3.1061 2.9566 0.07
H -2.2865 2.8000 4.6301 0.09
H -3.1960 1.5793 3.8270 0.09
H 0.0833 3.1617 3.9736 0.10
C -4.8757 -0.1505 -0.2834 -0.07
C -3.8602 -1.0557 0.3647 -0.45
C -3.5133 -2.2259 -0.5605 -0.06
O -2.6451 -0.3048 0.6881 -0.09
H -5.1401 0.6971 0.3634 0.08
H -5.8474 -0.6156 -0.5027 0.08
H -4.4973 0.2698 -1.2161 0.08
H -4.2185 -1.4207 1.3302 0.13
H -2.9629 -1.8839 -1.4300 0.07
H -4.4350 -2.7476 -0.8626 0.08
H -2.9682 -2.9896 0.0014 0.08
H -2.4953 0.4538 0.0849 0.03
C 5.8219 -0.9950 0.1859 -0.06
C 4.4428 -0.3624 0.0999 -0.49
C 4.4736 0.9386 -0.7046 -0.05
O 3.6064 -1.3238 -0.5453 -0.06
H 6.1691 -1.1898 -0.8266 0.08
H 5.7467 -1.9145 0.7638 0.08
H 6.5158 -0.3246 0.6930 0.08
H 4.0834 -0.1339 1.1139 0.13
H 4.8662 1.8162 -0.1958 0.08
H 3.4483 1.1755 -1.0225 0.06
H 5.0667 0.7787 -1.6142 0.08
H 2.8124 -0.8814 -0.8716 0.05
C 0.9455 -2.8039 -2.3556 -0.04
C 0.6799 -2.7232 -3.8549 -0.44
C -0.6737 -2.1859 -4.2679 -0.05
O 1.7870 -1.9523 -4.4634 -0.08
H 0.5294 -3.7402 -1.9843 0.09
H 0.4774 -1.9623 -1.8424 0.06
H 2.0141 -2.8156 -2.1737 0.08
H 0.7661 -3.7458 -4.2577 0.14
H -1.4632 -2.9386 -4.1289 0.09
H -0.7162 -2.0276 -5.3534 0.08
H -0.9812 -1.2695 -3.7637 0.07
H 1.9505 -2.2585 -5.3584 0.09
O 1.1812 0.6666 -3.4143 -0.07
H 1.3799 -0.2373 -3.7799 0.05
H 1.9669 1.1993 -3.6196 0.08
O 2.3364 2.0462 1.7835 -0.08
H 1.4565 2.3831 2.0601 0.00
H 2.1805 1.6222 0.9245 -0.01
O -1.3588 1.8583 -3.4921 -0.08
H -1.5183 2.3422 -4.3134 0.06
H -0.4104 1.5225 -3.5526 0.03
O 0.7556 0.3742 -0.4434 -0.06
H -0.1261 0.7299 -0.2304 0.04
H 0.8534 0.5335 -1.3983 0.01